This record from the OMol25 dataset describes one molecule with the formula C4H7NO. The level of theory is ωB97M-V/def2-TZVPD.

```
13
Properties=species:S:1:pos:R:3
C 1.5124 0.0338 -1.0151
C 0.4726 0.2877 0.0444
C -0.8864 0.7967 -0.2859
N -0.6994 -0.5869 0.0896
C -1.2048 -1.0128 1.3177
O -2.1331 -0.5051 1.9004
H 2.2907 -0.6477 -0.6573
H 1.9904 0.9759 -1.3054
H 1.0461 -0.4090 -1.9000
H 0.8562 0.6010 1.0170
H -1.3984 1.4310 0.4338
H -1.1520 0.9524 -1.3291
H -0.6941 -1.9170 1.6899
```

Values from the calculation:
Structure (SMILES) ... C[C@H]1CN1C=O
Largest force on an atom ... 0.47 eV/Å
HOMO energy ... -0.3660 Eh
Energy relative to the best compared isomer or geometry (same formula, charge and spin) ... 1.673 eV
HOMO-LUMO gap ... 10.972 eV

This record from the OMol25 dataset describes one molecule with the formula C2H4BrCl in a non-equilibrium geometry. The level of theory is ωB97M-V/def2-TZVPD.

```
8
Properties=species:S:1:pos:R:3
Cl -2.0712 0.0246 -0.2000
C -0.5202 0.5945 0.3002
C 0.4812 -0.6234 0.5337
Br 2.2889 0.0296 -0.1005
H -0.2438 1.2466 -0.5197
H -0.5760 1.0793 1.3685
H 0.1803 -1.4696 -0.0303
H 0.4014 -0.9781 1.5284
```

Values from the calculation:
Structure (SMILES) ... ClCCBr
Largest force on an atom ... 3.15 eV/Å
HOMO energy ... -0.3821 Eh
Energy relative to the best compared isomer or geometry (same formula, charge and spin) ... 0.675 eV
HOMO-LUMO gap ... 11.019 eV

This record from the OMol25 dataset describes C27H48Br2ClIN2O6S as an isolated structure in a non-equilibrium geometry. The level of theory is ωB97M-V/def2-TZVPD.

```
88
Properties=species:S:1:pos:R:3
C 2.7379 0.9292 -5.5038
C 1.6790 -0.1247 -5.6037
Br 0.8943 -0.5347 -3.9346
C 1.2931 -0.7411 -6.7320
Br 2.2083 -0.1142 -8.2969
C 0.2235 -1.8705 -6.8542
Cl 0.2249 -2.3387 -8.6060
O 0.5438 -3.0539 -6.1595
S -0.5871 -3.3701 -5.0143
O 0.0595 -3.4006 -3.7537
O -1.3084 -4.5437 -5.3390
O -1.4518 -2.0265 -5.1900
C -1.2609 -1.5294 -6.5042
I -2.5306 -2.8559 -7.8025
C -1.7400 -0.1168 -6.8347
C -2.5395 0.5735 -5.7236
C -3.0076 1.9185 -6.3261
C -3.7868 -0.2183 -5.2798
H 2.6891 1.6341 -6.3207
H 2.6969 1.4224 -4.5411
H 3.6980 0.4121 -5.5325
H -2.3729 -0.1628 -7.7098
H -0.8773 0.4874 -7.1145
H -1.8814 0.8026 -4.8888
H -3.0935 2.6942 -5.5717
H -4.0010 1.7872 -6.7508
H -2.3765 2.2476 -7.1488
H -3.5872 -0.6989 -4.3257
H -4.0138 -0.9828 -6.0153
H -4.6374 0.4377 -5.1419
C 3.4612 -2.2289 0.4726
C 2.3216 -1.4584 1.1948
C 2.0953 -2.0196 2.6019
C 1.3801 -3.3660 2.6228
C 0.0723 -3.2783 1.8407
C 0.2700 -2.7674 0.4141
N 1.0669 -1.4981 0.3823
O 0.3056 -0.5078 0.7207
C 0.9455 -3.8708 -0.4212
C -1.0889 -2.5543 -0.2435
C 2.8298 -0.0274 1.3416
H 3.9469 -2.9511 1.1302
H 3.1249 -2.7582 -0.4136
H 4.2301 -1.5448 0.1145
H 1.5011 -1.3067 3.1828
H 3.0568 -2.1015 3.1124
H 2.0253 -4.1490 2.2147
H 1.1688 -3.6518 3.6553
H -0.4070 -4.2587 1.8074
H -0.6161 -2.6157 2.3765
H 1.2111 -3.4954 -1.4097
H 0.2591 -4.7046 -0.5649
H 1.8365 -4.2896 0.0439
H -1.7236 -1.8815 0.3313
H -1.6095 -3.5080 -0.3185
H -0.9767 -2.1503 -1.2508
H 2.9518 0.4495 0.3681
H 3.8007 -0.0458 1.8372
H 2.1665 0.5915 1.9446
C 1.3243 2.8881 6.4408
C 0.3818 3.7562 5.5617
C -0.8808 4.1409 6.3394
C -1.8725 2.9945 6.5102
C -2.2172 2.3889 5.1513
C -0.9803 1.9517 4.3676
N 0.0444 3.0420 4.2925
O -0.3145 3.9034 3.3955
C -0.4008 0.6860 5.0298
C -1.3857 1.5097 2.9667
C 1.1617 5.0352 5.2757
H 0.9610 2.7995 7.4657
H 1.4704 1.8855 6.0509
H 2.3244 3.3184 6.4853
H -1.3885 4.9603 5.8207
H -0.5931 4.5321 7.3172
H -1.4660 2.2339 7.1831
H -2.7828 3.3664 6.9847
H -2.8802 1.5315 5.2841
H -2.7786 3.1258 4.5683
H 0.5543 0.4141 4.5773
H -1.0836 -0.1513 4.8846
H -0.2598 0.7817 6.1051
H -1.9318 2.2836 2.4305
H -2.0398 0.6402 3.0285
H -0.5136 1.2302 2.3743
H 2.0444 4.8310 4.6683
H 1.4899 5.4686 6.2208
H 0.5595 5.7835 4.7639
```

Values from the calculation:
Largest force on an atom ... 2.23 eV/Å
HOMO energy (spin up / spin down) ... -0.3068 / -0.3278 Eh
Multiplicity ... 3
HOMO-LUMO gap (spin up / spin down) ... 7.868 / 8.440 eV

This record from the OMol25 dataset describes C11H13F6N2O9RbS3 as an isolated structure in a non-equilibrium geometry. The level of theory is ωB97M-V/def2-TZVPD.

```
45
Properties=species:S:1:pos:R:3
Rb 1.8266 0.1055 -1.3088
C 1.1793 4.6454 -0.4883
F 1.6446 5.1729 0.6293
F 0.1900 3.7822 -0.2622
F 0.7222 5.5473 -1.3555
S 2.5766 3.8297 -1.5032
O 1.8870 3.1320 -2.5881
O 3.4653 4.9056 -1.9084
N 3.1053 2.5205 -0.4488
S 4.5030 3.0659 -0.0481
O 5.5347 3.0279 -1.1421
O 4.4657 4.3230 0.7080
C 5.0474 1.7883 1.2144
F 4.8879 0.6101 0.6892
F 6.3845 1.9141 1.4020
F 4.3121 1.8971 2.3167
C -4.1979 1.6884 2.4812
C -3.0565 2.2931 1.9920
C -2.3779 1.7786 0.8647
C -2.8145 0.5155 0.3297
C -3.9671 -0.0563 0.7938
C -4.6266 0.5005 1.8799
N -2.0013 -0.1213 -0.7587
O -0.9221 0.3878 -1.0214
O -2.4877 -1.1054 -1.3058
H -4.7480 2.0094 3.3534
H -2.7170 3.1477 2.5584
H -1.5192 2.2643 0.4251
H -4.2826 -0.9696 0.3114
H -5.5059 0.0912 2.3551
O 0.5259 -2.3072 -1.7630
S 0.3054 -3.6966 -2.1526
O 1.2670 -4.3656 -3.0195
O 0.2196 -4.6131 -0.6614
C -0.1851 -4.0386 0.5188
C -0.4562 -5.1240 1.5496
C -1.4153 -3.8719 -2.8418
H -1.1130 -3.4819 0.3875
H 0.5948 -3.3685 0.8805
H -0.4768 -4.6476 2.5297
H 0.3641 -5.8356 1.6434
H -1.3627 -5.7223 1.4592
H -1.4075 -4.8935 -3.2218
H -1.3855 -3.0386 -3.5438
H -1.9828 -3.6865 -1.9299
```

Values from the calculation:
Largest force on an atom ... 5.90 eV/Å
HOMO energy ... -0.3349 Eh
Energy relative to the best compared isomer or geometry (same formula, charge and spin) ... 0.000 eV
HOMO-LUMO gap ... 7.447 eV

This record from the OMol25 dataset describes a 2-piece molecular cluster, C4H6NO2P overall in a non-equilibrium geometry. The level of theory is ωB97M-V/def2-TZVPD.

```
14
Properties=species:S:1:pos:R:3
C -1.0805 1.3487 -0.6705
C 0.3729 1.4266 -0.7866
C -1.7057 0.1380 -0.6716
C 1.2835 0.4612 -0.5897
N 0.2767 -1.0591 2.5438
O 1.0951 -2.3705 -0.8984
O -1.0179 -0.9864 -0.8176
P 0.5683 -1.1599 -0.2925
H -1.4325 2.3676 -0.5964
H 0.8703 2.4481 -0.9151
H -2.7313 -0.0028 -0.7038
H 2.3013 0.4917 -0.5329
H 1.2805 -1.0681 2.3913
H -0.0807 -2.0351 2.5398
```

Values from the calculation:
Largest force on an atom ... 3.99 eV/Å
HOMO energy (spin up / spin down) ... -0.3469 / -0.3036 Eh
Energy relative to the best compared isomer or geometry (same formula, charge and spin) ... 3.800 eV
HOMO-LUMO gap (spin up / spin down) ... 8.547 / 7.794 eV

This record from the OMol25 dataset describes a 2-piece molecular cluster, C3H9OS overall. The level of theory is ωB97M-V/def2-TZVPD.

```
14
Properties=species:S:1:pos:R:3
C -3.4782 -0.6233 0.7651
S -1.9327 -0.4545 1.7428
H -3.3624 -1.4169 0.0307
H -4.3262 -0.8362 1.4035
H -3.6583 0.2934 0.2088
C 1.5237 -0.0868 -0.4201
O 0.9250 0.5038 0.6874
C 2.6583 0.7924 -0.8797
H 1.9111 -1.0949 -0.1599
H 0.8248 -0.2868 -1.2430
H 0.0860 0.0530 0.9476
H 3.1197 0.4095 -1.8006
H 2.2905 1.7814 -1.1696
H 3.4187 0.9660 -0.1128
```

Values from the calculation:
Largest force on an atom ... 0.97 eV/Å
HOMO energy ... -0.0902 Eh
Energy relative to the best compared isomer or geometry (same formula, charge and spin) ... 0.751 eV
Net charge ... -1
HOMO-LUMO gap ... 6.303 eV

This record from the OMol25 dataset describes a 9-piece molecular cluster, C6H29NO9 overall in a non-equilibrium geometry. The level of theory is ωB97M-V/def2-TZVPD.

```
45
Properties=species:S:1:pos:R:3
C -1.7945 0.4835 -0.7349
C -0.4102 -0.1301 -0.4509
C 0.0123 0.2531 0.9440
O -0.7915 0.1356 1.8822
N 1.2562 0.8009 1.1527
C 1.3865 1.5767 2.4013
C 2.2051 1.0919 0.0997
C 2.2118 2.5377 -0.3579
H -1.5993 1.2962 -1.4427
H -2.4502 0.6961 0.1106
H -2.3578 -0.2776 -1.2723
H -0.5530 -1.2111 -0.2463
H 0.3516 0.0676 -1.2124
H 0.5743 1.3344 3.0904
H 1.3791 2.6469 2.1654
H 2.2997 1.3285 2.9518
H 3.2010 0.6950 0.4014
H 2.2285 0.3618 -0.7018
H 1.6080 3.2043 0.2511
H 1.8491 2.6738 -1.3817
H 3.1812 3.0178 -0.3839
O 1.4145 -2.2621 -2.3624
H 0.6108 -2.2805 -1.8201
H 2.0647 -1.8350 -1.7791
O -0.7191 -3.4016 -1.1374
H -0.8120 -4.2386 -1.6078
H -0.6858 -3.6099 -0.1952
O 2.6396 -1.7187 0.0697
H 2.0134 -2.0710 0.7180
H 3.1532 -2.5073 -0.1501
O -0.5584 -3.4368 1.8409
H -1.4952 -3.1697 1.8046
H -0.0982 -2.5945 1.8460
O -0.7669 -0.8165 -4.4058
H 0.0657 -1.0598 -3.9689
H -1.2652 -0.5721 -3.6170
O -2.2629 2.4413 1.8087
H -2.5590 2.7268 2.6739
H -1.5440 1.8121 2.0008
O -2.7491 -1.8129 1.8530
H -3.5809 -1.3591 1.7411
H -2.0044 -1.2032 1.9991
O -1.4549 3.7006 -1.7604
H -2.1847 3.0872 -1.8960
H -1.0092 3.5984 -0.9215
```

Values from the calculation:
Structure (SMILES) ... CCC(=O)N(C)CC.O.O.O.O.O.O.O.O
Largest force on an atom ... 2.00 eV/Å
HOMO energy ... -0.3760 Eh
Energy relative to the best compared isomer or geometry (same formula, charge and spin) ... 2.539 eV
HOMO-LUMO gap ... 10.284 eV

This record from the OMol25 dataset describes C33H34N2O3 as an isolated structure in a non-equilibrium geometry. The level of theory is ωB97M-V/def2-TZVPD.

```
72
Properties=species:S:1:pos:R:3
C -2.1511 6.0197 -0.9633
O -0.9610 5.6400 -0.2287
C -0.6908 4.3157 -0.0253
C 0.4892 3.9930 0.7078
C 0.7694 2.6650 0.9758
C -0.0405 1.6166 0.4896
C 0.3850 0.2039 0.7247
C 0.8450 -0.5521 -0.4415
C 1.6997 -1.6516 -0.2291
C 2.2287 -2.4180 -1.2489
C 3.0277 -3.6168 -0.9653
C 2.9130 -4.2542 0.2961
C 3.6191 -5.4224 0.5981
C 4.4717 -5.9961 -0.3571
C 4.6058 -5.3875 -1.6155
C 3.9042 -4.2150 -1.9001
C 1.9913 -1.9931 -2.6563
O 2.6307 -2.4894 -3.6064
C 0.9830 -0.9178 -2.8785
C 0.4973 -0.6200 -4.2452
C -0.7293 0.0791 -4.4001
C -1.2493 0.3772 -5.6622
C -0.5679 -0.0293 -6.8170
C 0.6447 -0.7224 -6.6970
C 1.1669 -1.0054 -5.4339
C 0.5505 -0.1866 -1.7785
C -1.1896 1.9505 -0.2523
C -1.5468 3.2767 -0.4915
H -2.0951 7.1014 -0.9891
H -2.1265 5.6136 -1.9727
H -3.0474 5.6953 -0.4381
H 1.1507 4.7991 1.0464
H 1.6757 2.4007 1.5318
H 0.9543 0.0063 1.6238
H 2.0106 -1.8379 0.7972
H 2.2362 -3.8405 1.0463
H 3.4921 -5.8895 1.5809
H 5.0198 -6.9115 -0.1255
H 5.2553 -5.8264 -2.3788
H 4.0075 -3.7610 -2.8807
H -1.2937 0.3660 -3.5078
H -2.1958 0.9193 -5.7327
H -0.9795 0.1913 -7.8015
H 1.1908 -1.0474 -7.5836
H 2.0985 -1.5593 -5.3488
H 0.0231 0.7469 -1.9736
H -1.8255 1.1701 -0.6638
H -2.4495 3.5225 -1.0761
C -0.3914 2.9546 4.9674
N -1.2814 2.1633 4.1374
C -2.7010 2.4348 4.3354
C -0.7660 1.0038 3.6107
C -1.6825 0.1357 2.7545
C -2.5931 -0.7281 3.6434
C -2.3820 -2.1759 3.1869
C -1.4980 -2.1228 1.9400
N -0.9899 -0.7111 1.7527
O 0.4287 0.7354 3.7652
H 0.6350 2.8161 4.6258
H -0.6891 4.0037 4.8891
H -0.4700 2.6421 6.0173
H -3.3178 2.0540 3.5097
H -3.0639 2.0089 5.2872
H -2.8143 3.5237 4.3986
H -2.2791 0.8209 2.1522
H -2.3519 -0.5897 4.7143
H -3.6355 -0.4019 3.4838
H -1.8903 -2.7559 3.9802
H -3.3466 -2.6583 2.9662
H -0.7238 -2.8895 1.9135
H -2.0985 -2.2707 1.0430
H -1.4957 -0.5118 0.8733
```

Values from the calculation:
Largest force on an atom ... 3.88 eV/Å
HOMO energy ... -0.2416 Eh
Energy relative to the best compared isomer or geometry (same formula, charge and spin) ... 2.144 eV
HOMO-LUMO gap ... 6.413 eV